# C5H7N

An isolated molecule of C5H7N at a distorted geometry (ωB97M-V/def2-TZVPD, OMol25).

Computed properties:
E_LUMO in eV: 0.87
2S+1: 1
SMILES: [H]/N=C1/C=C(C)C1
HOMO-LUMO gap in eV: 10.23
Calculated total energy in eV: -6785.6097

The geometry in XYZ format:
```
13
C5H7N | OMol25 | ωB97M-V/def2-TZVPD
H -1.1289 2.0629 -1.2803
C 0.7884 -0.2669 0.6825
H 0.6978 -0.2294 1.7415
H 1.7250 0.0924 0.5203
H 1.5564 -2.9086 0.5627
H -1.4736 2.1934 0.5484
H 0.0933 2.5394 -0.0667
H -1.6491 -0.8621 -1.4614
C -0.3891 0.4085 -0.0228
C -0.6808 1.8943 -0.2259
N 0.7913 -2.7633 -0.0685
C -0.7832 -0.6046 -0.8209
C 0.4524 -1.5560 -0.1088
```


# C5H7N

An isolated molecule of C5H7N (ωB97M-V/def2-TZVPD, OMol25).

Computed properties:
E_LUMO in eV: 1.08
2S+1: 1
SMILES: C=C=NCC=C
HOMO-LUMO gap in eV: 10.01
Calculated total energy in eV: -6786.2549

The geometry in XYZ format:
```
13
C5H7N | OMol25 | ωB97M-V/def2-TZVPD
H 2.5417 1.2303 -0.6734
H -0.9761 -1.6207 0.8953
C -1.3475 0.3150 -0.9962
H 2.2669 -0.3918 -1.5743
H -1.3958 1.3997 0.7855
C 1.4992 -0.2647 0.3375
H -1.1010 -0.6022 -1.5286
C -0.6229 -0.6343 1.2143
N 0.8536 -0.7389 1.2615
H -0.9645 -0.4853 2.2416
H -1.7412 1.1327 -1.5947
C 2.1612 0.2170 -0.6841
C -1.1735 0.4432 0.3157
```


# C5H7N

An isolated molecule of C5H7N at a distorted geometry (ωB97M-V/def2-TZVPD, OMol25).

Computed properties:
E_LUMO in eV: 1.11
2S+1: 1
SMILES: C#C[C@@H]1CN1C
HOMO-LUMO gap in eV: 10.28
Calculated total energy in eV: -6784.8346

The geometry in XYZ format:
```
13
C5H7N | OMol25 | ωB97M-V/def2-TZVPD
H 1.6508 -1.8684 -0.4763
H -0.0156 1.9005 -0.9219
N 0.5597 -0.0396 -0.5598
C -0.5746 0.2034 0.4109
C -3.0642 -0.3470 -0.2551
H -4.0601 -0.7219 -0.3990
H 2.5928 -0.4029 -0.6005
H -0.2493 -0.1860 1.3754
H 1.9274 -0.7416 1.0806
C -1.9500 -0.0217 0.0555
H 1.1182 1.7127 0.4896
C 1.7375 -0.7771 -0.0647
C 0.3274 1.2895 -0.1349
```


# C5H7N

An isolated molecule of C5H7N (ωB97M-V/def2-TZVPD, OMol25).

Computed properties:
E_LUMO in eV: 1.03
2S+1: 1
SMILES: Cc1ccc[nH]1
HOMO-LUMO gap in eV: 8.87
Calculated total energy in eV: -6787.2835

The geometry in XYZ format:
```
13
C5H7N | OMol25 | ωB97M-V/def2-TZVPD
H -2.1721 -1.3932 -0.5460
N -0.2889 -1.0760 0.3776
H 2.3281 0.8765 -0.1948
C -0.3393 1.1301 0.5683
H 1.2565 -0.1112 -1.2002
C 0.4938 0.0270 0.6526
C 1.7283 -0.0318 -0.2042
H -0.0243 2.1559 0.7252
C -1.4939 -0.6778 -0.1073
H 0.1191 -1.9911 0.2679
H -2.3846 1.3204 -0.3016
H 2.3496 -0.9215 -0.0716
C -1.5724 0.6928 0.0341
```


# C5H7N

A 2-piece molecular cluster, C5H7N overall (ωB97M-V/def2-TZVPD, OMol25).

Computed properties:
E_LUMO in eV: 1.07
2S+1: 1
SMILES: C1=NC1.C=C=C
HOMO-LUMO gap in eV: 10.93
Calculated total energy in eV: -6784.3321

The geometry in XYZ format:
```
13
C5H7N | OMol25 | ωB97M-V/def2-TZVPD
H -0.0604 -0.1913 -1.4211
N 0.8973 -1.9222 -0.3879
H -1.2468 -0.2025 2.7070
H -0.9106 -1.1235 1.1226
C -1.0440 -0.1756 1.6395
C 0.6725 -0.9841 -1.5670
H 0.6958 -1.4377 -2.5570
C 1.8030 -1.1059 -0.6737
H 0.1403 2.5898 0.2699
C -0.8224 2.0937 0.3654
H 2.7852 -0.8150 -0.3213
C -0.9369 0.9599 1.0056
H -1.6851 2.5807 -0.0820
```


# C5H7N

An isolated molecule of C5H7N (ωB97M-V/def2-TZVPD, OMol25).

Computed properties:
E_LUMO in eV: 1.11
2S+1: 1
SMILES: C#C[C@@H]1N[C@@H]1C
HOMO-LUMO gap in eV: 10.37
Calculated total energy in eV: -6785.6777

The geometry in XYZ format:
```
13
C5H7N | OMol25 | ωB97M-V/def2-TZVPD
C 0.8664 -0.4281 0.5739
H 1.6299 -0.1230 -1.4986
C -0.1741 0.1086 1.5263
H -1.1838 -0.0936 1.1548
C -0.3914 0.5570 -1.3973
H -0.0789 -0.3531 2.5136
H -0.0765 1.1923 1.6446
H -2.0635 1.8724 -2.1987
H 1.8859 -0.4509 0.9577
C -1.2790 1.2536 -1.8221
N 0.5627 -1.5464 -0.3074
C 0.7290 -0.2111 -0.8960
H -0.4265 -1.7778 -0.2508
```


# C5H7N

An isolated molecule of C5H7N at a distorted geometry (ωB97M-V/def2-TZVPD, OMol25).

Computed properties:
E_LUMO in eV: 0.98
2S+1: 1
SMILES: C/C=C/CC#N
HOMO-LUMO gap in eV: 10.72
Calculated total energy in eV: -6786.3662

The geometry in XYZ format:
```
13
C5H7N | OMol25 | ωB97M-V/def2-TZVPD
H -2.2654 0.1623 0.8952
H 1.6877 -1.9288 0.2326
H -0.8727 -1.3786 -0.2430
C 2.1830 0.0869 0.1082
H 1.6692 -1.2631 -1.3392
C -1.8646 0.7608 0.1647
C 0.0127 -0.7202 -0.0440
H -1.9748 1.8209 0.3984
N 2.2978 1.1231 0.5028
H -2.2286 0.5583 -0.9015
C 1.5124 -1.1251 -0.3234
C -0.3892 0.5119 0.1845
H 0.2325 1.3914 0.3646
```


# C5H7N

An isolated molecule of C5H7N (ωB97M-V/def2-TZVPD, OMol25).

Computed properties:
E_LUMO in eV: 1.18
2S+1: 1
SMILES: C1=C[C@H]2N[C@H]2C1
HOMO-LUMO gap in eV: 10.18
Calculated total energy in eV: -6786.8463

The geometry in XYZ format:
```
13
C5H7N | OMol25 | ωB97M-V/def2-TZVPD
C 0.0852 -0.7352 0.9928
C 1.0859 -0.2451 -0.0117
H -1.8264 1.3736 -0.8343
C 0.4123 0.8740 -0.8026
N 0.6179 -1.6106 -0.0487
H 0.3405 -1.0366 2.0051
C -1.0271 0.8265 -0.3427
C -1.1737 0.0291 0.7182
H 0.5498 0.8099 -1.8878
H 2.1471 -0.1650 0.2001
H 0.8485 1.8338 -0.4853
H -2.0779 -0.0651 1.3140
H 0.0178 -1.8892 -0.8170
```


Question: What is the calculated total energy in the second record?
Answer: -6786.2549 eV


Question: Which of these has the lowest calculated total energy?
Answer: number 4


Question: Among the records above, which one has the lowest E_LUMO?
Answer: number 1